# 1
2 unconnected molecules or ions with the total composition C10H16, computed with ωB97M-V/def2-TZVPD.

Geometry as XYZ:
```
26
Properties=species:S:1:pos:R:3:mulliken_spin:R:1
C -0.94562 3.01963 0.09469 0.00
C 0.41736 3.30346 -0.53171 0.00
C -0.88964 3.14884 1.63050 0.00
H -1.68311 3.70782 -0.29279 0.00
H -1.33134 2.02324 -0.14748 0.00
H 1.13964 2.59552 -0.09656 0.00
H -1.88223 2.93959 2.03518 0.00
H -0.22105 2.36866 1.98720 0.00
H -0.71144 4.17639 1.93197 0.00
H 0.47981 3.04376 -1.58973 0.00
H 0.72152 4.33459 -0.38127 0.00
C -0.37141 -4.40246 -0.11374 0.03
C 1.01939 -0.39109 -0.61229 0.24
C -0.29816 -0.71512 -0.95632 0.02
C 1.80945 -1.32134 0.08516 0.07
C -0.76680 -1.98242 -0.69091 0.15
C 1.41498 -2.61716 0.19497 0.11
C 0.11192 -3.02569 -0.23251 0.24
H 1.38932 0.57890 -0.91899 0.04
H -1.01150 -0.02804 -1.38744 0.00
H 2.66095 -0.85175 0.56376 0.01
H -1.82928 -2.14514 -0.82215 0.00
H 2.06167 -3.34283 0.66856 0.00
H 0.05355 -4.98222 -0.96334 0.06
H -1.45448 -4.42549 -0.10649 0.00
H 0.11652 -5.00966 0.65174 0.02
```

## Properties
Relative energy (zero: lowest compared OMol25 entry of this formula, charge and spin) in eV: 0.387
Lowest unoccupied orbital energy (spin up / spin down) in eV: -4.38 / -8.20
Charge: +1
Total energy in eV: -10620.4858
Frontier orbital gap (spin up / spin down) in eV: 9.86 / 6.04
2S+1: 2
HOMO (spin up / spin down) in eV: -14.2 / -14.2

# 2
A molecular structure, C19H26CuN4P, computed with ωB97M-V/def2-TZVPD.

Geometry as XYZ:
```
51
Properties=species:S:1:pos:R:3:nbo_charge:R:1
Cu 0.29045 -0.18529 -1.05888 0.70
C -0.20589 -2.58549 -0.25257 -0.33
C 0.51808 -2.78030 0.92854 -0.36
C 1.88512 -2.53578 0.65497 -0.35
C 2.00840 -2.18782 -0.69343 -0.33
C 0.71111 -2.22394 -1.28411 -0.52
H -1.27271 -2.71386 -0.37766 0.20
H 0.08845 -2.99199 1.89956 0.19
H 2.68774 -2.53515 1.38230 0.18
H 2.92967 -1.95593 -1.21092 0.19
H 0.50555 -2.26977 -2.34805 0.22
C -2.52474 0.59325 -2.07570 -0.62
C -2.09083 2.01830 -2.23942 -0.15
C -2.93298 2.92730 -2.85133 -0.21
C -2.59760 4.26747 -3.05756 -0.41
C -1.33056 4.67480 -2.61369 -0.25
C -0.45209 3.81874 -1.99128 -0.05
C 0.91416 4.27624 -1.57705 -0.63
C -0.77106 2.40652 -1.73395 0.17
N 0.08486 1.64648 -1.09829 -1.19
H -3.55270 0.45070 -2.42801 0.17
H -2.46064 0.26771 -1.03130 0.20
H -1.87230 -0.09506 -2.63080 0.19
H -3.90847 2.57016 -3.18676 0.16
H -3.28246 4.95765 -3.53792 0.17
H -1.01852 5.70874 -2.77142 0.16
H 1.11316 5.29917 -1.91973 0.16
H 1.67239 3.59204 -1.97382 0.21
H 1.03866 4.24391 -0.48975 0.20
C 1.39378 2.09859 4.14172 -0.06
N 1.61641 1.39487 2.89313 -0.48
C 0.76227 0.20554 2.86180 -0.08
N -0.65632 0.48897 3.09175 -0.48
C -0.79160 1.22522 4.33358 -0.06
N -0.00171 2.45694 4.41037 -0.49
C -0.47746 3.42351 3.40236 -0.55
P -0.40943 2.86747 1.60067 0.79
C 1.34343 2.25371 1.72773 -0.55
C -1.22405 1.23029 1.95342 -0.54
H 1.99337 3.01425 4.14731 0.18
H 1.72838 1.45600 4.96489 0.17
H 1.09953 -0.47767 3.64963 0.17
H 0.87342 -0.29657 1.90096 0.25
H -0.46493 0.57670 5.15523 0.17
H -1.84536 1.47889 4.48578 0.18
H 0.11244 4.34186 3.50447 0.19
H -1.51258 3.68987 3.64587 0.19
H 2.01309 3.12061 1.76034 0.19
H 1.53593 1.71324 0.79961 0.29
H -1.13064 0.62692 1.04808 0.26
H -2.28889 1.40651 2.14016 0.19
```

## Properties
Relative energy (zero: lowest compared OMol25 entry of this formula, charge and spin) in eV: 0.000
Lowest unoccupied orbital energy in eV: 5.07
Charge: -2
Total energy in eV: -80011.2816
Frontier orbital gap in eV: 4.12
HOMO in eV: 1.0

# 3
2 unconnected molecules or ions with the total composition CH5OS, computed with ωB97M-V/def2-TZVPD.

Geometry as XYZ:
```
8
Properties=species:S:1:pos:R:3:nbo_charge:R:1
S 1.83722 -0.21333 -0.36340 -1.05
H 1.28562 0.93513 0.05701 0.09
C -2.27267 -0.15333 -0.01292 -0.24
O -1.22816 0.32161 0.80929 -0.77
H -1.89370 -0.46428 -0.98500 0.17
H -2.82395 -0.95832 0.47377 0.14
H -2.97777 0.67999 -0.17461 0.15
H -0.41469 -0.16870 0.55340 0.51
```

## Properties
Relative energy (zero: lowest compared OMol25 entry of this formula, charge and spin) in eV: 0.256
Lowest unoccupied orbital energy in eV: 4.09
Charge: -1
Total energy in eV: -14001.5498
Frontier orbital gap in eV: 6.81
HOMO in eV: -2.7

# 4
2 unconnected molecules or ions with the total composition C5H11NO, computed with ωB97M-V/def2-TZVPD.

Geometry as XYZ:
```
18
Properties=species:S:1:pos:R:3:mulliken_spin:R:1
C 1.53060 -0.99463 2.85844 0.03
C 0.96630 0.08262 2.17831 0.07
N 0.08967 -0.23334 1.05190 -0.01
C 0.55781 0.65605 -0.10596 -0.09
C -1.08257 2.46534 0.05322 0.56
C -0.43249 1.57511 -0.79726 0.37
H 1.80712 -1.97425 2.31553 0.01
H 2.12321 -0.96494 3.90005 0.00
H 1.31479 1.08984 2.35128 -0.05
H 0.25103 -1.19962 0.81954 0.00
H 1.06988 -0.01257 -0.87925 0.02
H 1.22581 1.39149 0.37034 0.07
H -2.13343 2.68718 -0.12563 0.03
H -0.64533 2.84457 1.02377 -0.07
H -0.45801 1.77643 -1.84440 0.04
H -2.05353 -3.24252 -5.11622 -0.01
H -1.70803 -3.10748 -3.70431 -0.03
O -2.42286 -2.83927 -4.34935 0.07
```

## Properties
Relative energy (zero: lowest compared OMol25 entry of this formula, charge and spin) in eV: 4.238
Lowest unoccupied orbital energy (spin up / spin down) in eV: 3.07 / 2.97
Charge: -1
Total energy in eV: -8895.9243
Frontier orbital gap (spin up / spin down) in eV: 2.55 / 5.39
2S+1: 2
HOMO (spin up / spin down) in eV: 0.5 / -2.4

- The highest relative energy (zero: lowest compared OMol25 entry of this formula, charge and spin) belongs to which entry?
  C5H11NO

- Number 2 is which compound?
  C19H26CuN4P

- The highest total energy belongs to which entry?
  C5H11NO

Repeat the first record exactly.
2 unconnected molecules or ions with the total composition C10H16, computed with ωB97M-V/def2-TZVPD.

Geometry as XYZ:
```
26
Properties=species:S:1:pos:R:3:mulliken_spin:R:1
C -0.94562 3.01963 0.09469 0.00
C 0.41736 3.30346 -0.53171 0.00
C -0.88964 3.14884 1.63050 0.00
H -1.68311 3.70782 -0.29279 0.00
H -1.33134 2.02324 -0.14748 0.00
H 1.13964 2.59552 -0.09656 0.00
H -1.88223 2.93959 2.03518 0.00
H -0.22105 2.36866 1.98720 0.00
H -0.71144 4.17639 1.93197 0.00
H 0.47981 3.04376 -1.58973 0.00
H 0.72152 4.33459 -0.38127 0.00
C -0.37141 -4.40246 -0.11374 0.03
C 1.01939 -0.39109 -0.61229 0.24
C -0.29816 -0.71512 -0.95632 0.02
C 1.80945 -1.32134 0.08516 0.07
C -0.76680 -1.98242 -0.69091 0.15
C 1.41498 -2.61716 0.19497 0.11
C 0.11192 -3.02569 -0.23251 0.24
H 1.38932 0.57890 -0.91899 0.04
H -1.01150 -0.02804 -1.38744 0.00
H 2.66095 -0.85175 0.56376 0.01
H -1.82928 -2.14514 -0.82215 0.00
H 2.06167 -3.34283 0.66856 0.00
H 0.05355 -4.98222 -0.96334 0.06
H -1.45448 -4.42549 -0.10649 0.00
H 0.11652 -5.00966 0.65174 0.02
```

## Properties
Relative energy (zero: lowest compared OMol25 entry of this formula, charge and spin) in eV: 0.387
Lowest unoccupied orbital energy (spin up / spin down) in eV: -4.38 / -8.20
Charge: +1
Total energy in eV: -10620.4858
Frontier orbital gap (spin up / spin down) in eV: 9.86 / 6.04
2S+1: 2
HOMO (spin up / spin down) in eV: -14.2 / -14.2